1.
C6H10NO2 | ωB97M-V/def2-TZVPD

Summary:
LUMO energy (alpha / beta): -3.177 / -7.365 eV
E_HOMO (alpha / beta): -0.389 / -0.541 hartree
Multiplicity: 3
Expectation value of S²: 2.024
Charge: +1

Structure (XYZ):
```
19
Properties=species:S:1:pos:R:3:forces:R:3
C -0.07101 -1.70258 0.00795 4.89 2.92 -0.52
C -1.01148 -0.83505 -0.24799 -0.66 2.78 0.76
C 1.32295 -1.09370 -0.09009 -7.31 1.33 0.25
C 1.05983 0.56358 -0.12784 1.17 -0.15 -1.45
C -2.44466 -0.89813 -0.24917 -2.84 2.16 -0.67
C 1.26345 1.42143 1.11266 0.00 0.75 -1.78
N -0.37915 0.57106 -0.44344 -2.39 -0.49 -0.19
O 2.36676 -1.61149 0.06656 4.84 -1.71 0.80
O 1.70388 1.00657 -1.25773 1.51 0.23 0.14
H -0.14625 -2.69680 0.14921 -0.35 -3.13 0.44
H -2.86398 -0.24269 -1.11148 0.47 -1.11 1.21
H -3.08231 -0.61325 0.65841 1.40 0.03 -0.76
H -2.75415 -1.89011 -0.43079 -0.31 -1.23 -0.49
H 0.82512 2.44486 1.02547 0.48 -0.66 -0.50
H 2.26828 1.48665 1.42620 1.23 0.08 0.13
H 0.73999 0.96156 1.85188 -1.48 -1.37 2.56
H -0.71390 0.82268 -1.40641 1.28 0.12 0.61
H -0.78211 1.28707 0.18598 -0.31 -0.60 -0.34
H 2.69877 1.01833 -1.11938 -1.63 0.06 -0.21
```
Positions in Å, forces in eV/Å.

Atomic partial charges in e from the Löwdin method, atoms 1 to 8: 0.09 -0.26 -0.26 -0.41 -0.04 0.05 0.18 0.26

---

2.
C19H26N4O2S | ωB97M-V/def2-TZVPD

Summary:
LUMO energy: 0.530 eV
E_HOMO: -0.281 hartree
Multiplicity: 1
Structure (SMILES): CCS(=O)(=O)NC[C@@H](c1cccnc1)N1CCN(c2ccccc2)CC1

Structure (XYZ):
```
52
Properties=species:S:1:pos:R:3:forces:R:3
C 4.03193 -0.33136 3.18769 0.08 -0.10 0.14
C 3.96842 0.77065 2.15788 -0.45 -0.47 -0.53
S 2.99570 0.17560 0.75268 -0.12 0.86 0.44
O 2.88140 1.23142 -0.21506 -0.05 0.16 0.15
O 3.50981 -1.09141 0.32223 0.00 -0.36 0.22
N 1.49748 -0.07151 1.48161 0.75 0.36 -0.26
C 0.84762 -1.32476 1.15974 0.00 -0.46 -0.36
C 0.42218 -1.44125 -0.32565 0.07 -0.16 0.14
C 0.08422 -2.88334 -0.63765 0.11 -0.14 -0.04
C 1.07919 -3.85454 -0.55662 -0.22 -0.03 -0.02
C 0.76451 -5.17297 -0.83424 0.00 0.07 0.01
C -0.54159 -5.47582 -1.19078 0.23 -0.18 0.01
N -1.48692 -4.56041 -1.30257 -0.46 -0.25 -0.13
C -1.17863 -3.30209 -1.04030 0.17 0.33 0.12
N -0.63737 -0.54106 -0.74730 0.13 0.13 0.09
C -1.69202 -0.26878 0.20723 -0.31 -0.06 -0.16
C -2.88914 0.34921 -0.53153 0.06 -0.18 0.42
N -2.49617 1.57615 -1.18953 -0.09 -0.17 -0.30
C -2.55119 2.77656 -0.49106 -0.09 0.36 0.09
C -1.54240 3.74327 -0.55795 0.08 -0.20 -0.11
C -1.67158 4.95324 0.09835 -0.08 0.14 0.10
C -2.79980 5.23996 0.84498 0.06 0.15 0.04
C -3.81201 4.29670 0.91296 0.02 -0.01 0.06
C -3.69514 3.09046 0.25454 -0.01 -0.11 0.06
C -1.41118 1.30290 -2.10585 0.37 0.07 -0.01
C -0.20285 0.68183 -1.39559 -0.17 0.20 -0.29
H 4.44125 -1.22679 2.72679 0.08 -0.10 0.10
H 3.03221 -0.55531 3.55087 -0.02 -0.04 0.11
H 4.65996 -0.04709 4.02908 0.02 0.03 0.03
H 4.94643 1.02936 1.76154 0.04 0.06 -0.16
H 3.46545 1.66338 2.51547 -0.04 0.15 -0.01
H 0.91356 0.73377 1.30882 -0.04 0.23 -0.04
H -0.00698 -1.45613 1.82701 0.09 -0.02 -0.01
H 1.58160 -2.10127 1.37531 -0.25 -0.13 0.03
H 1.31636 -1.18804 -0.90893 -0.19 -0.05 0.00
H 2.08970 -3.56934 -0.29873 0.12 0.02 0.05
H 1.51572 -5.94603 -0.78334 0.05 -0.08 0.00
H -0.84452 -6.49131 -1.40996 0.07 -0.11 0.00
H -1.97959 -2.59085 -1.17743 0.00 0.16 0.02
H -1.99959 -1.20071 0.68470 -0.01 0.02 0.07
H -1.37660 0.44359 0.99444 -0.04 -0.08 0.03
H -3.69501 0.53042 0.17696 0.00 -0.02 -0.08
H -3.24171 -0.34976 -1.29635 -0.02 -0.03 0.10
H -0.63801 3.55955 -1.11637 0.06 -0.06 -0.05
H -0.87133 5.67635 0.02893 0.06 0.05 -0.01
H -2.89307 6.18368 1.36033 -0.01 0.08 0.04
H -4.70895 4.50639 1.47813 -0.07 0.01 0.03
H -4.51567 2.39053 0.30030 -0.06 -0.05 -0.03
H -1.12933 2.21196 -2.63549 -0.02 -0.02 -0.02
H -1.78605 0.58063 -2.83890 0.09 0.05 -0.01
H 0.56996 0.44246 -2.12756 0.03 0.03 0.03
H 0.22097 1.41110 -0.68440 -0.01 -0.03 -0.09
```
Positions in Å, forces in eV/Å.

Atomic partial charges in e from the Löwdin method, atoms 1 to 8: -0.13 -0.28 0.62 -0.30 -0.29 -0.11 -0.18 -0.26

---

3.
C5H14O2 | ωB97M-V/def2-TZVPD

Summary:
LUMO energy: 0.687 eV
E_HOMO: -0.344 hartree
Multiplicity: 1
Structure (SMILES): C=C(C)CC.O.O

Structure (XYZ):
```
21
Properties=species:S:1:pos:R:3:forces:R:3
C 1.81816 -0.04665 -0.58373 -0.91 2.15 1.33
C 1.19097 0.40142 0.53042 0.63 -1.12 1.61
C 1.17739 1.81415 1.12385 -1.29 -2.70 3.07
C 0.56372 -0.62562 1.52003 4.10 -2.08 -2.12
C 0.35348 -2.10044 0.74973 -2.62 1.85 6.07
H 2.06722 0.63934 -1.37509 0.68 0.20 0.01
H 2.09784 -1.05562 -0.65223 -0.12 -1.11 -0.55
H 0.20460 1.93640 1.73012 1.55 -0.14 -0.67
H 2.05193 2.06272 1.79190 -0.84 -0.56 -0.81
H 1.09166 2.45275 0.36999 0.02 3.20 -3.14
H -0.31326 -0.23660 1.91119 -1.95 0.51 0.46
H 1.27661 -0.70690 2.43881 -1.08 -0.14 -1.55
H -0.75577 -2.22637 0.71032 0.81 -0.12 -0.15
H 0.74870 -2.34494 -0.14437 1.54 -0.04 -2.86
H 0.71517 -2.81346 1.50973 -0.24 -0.08 -0.51
O -3.40102 -0.54155 -1.03292 -4.30 -0.59 -1.13
H -2.54006 -0.33872 -0.88277 3.99 1.07 0.60
H -3.69591 0.09486 -1.71012 0.28 -0.45 0.50
O -0.73451 1.10097 -1.71032 1.43 -1.09 -1.30
H -0.37008 0.28242 -1.29172 -0.36 0.94 -0.05
H -0.11667 1.12164 -2.50161 -1.29 0.31 1.20
```
Positions in Å, forces in eV/Å.

Atomic partial charges in e from the Löwdin method, atoms 1 to 8: 0.02 -0.36 -0.05 -0.15 -0.06 0.06 0.04 0.11

---

4.
C7H10O2 | ωB97M-V/def2-TZVPD

Summary:
LUMO energy: 0.069 eV
E_HOMO: -0.323 hartree
Multiplicity: 1
Structure (SMILES): C=C(C)OC.C#CC=O

Structure (XYZ):
```
19
Properties=species:S:1:pos:R:3:forces:R:3
C -0.79510 -1.32734 0.71662 0.34 0.34 0.28
C -0.66383 -0.55890 -0.35593 0.69 -1.87 -2.09
C -1.83994 0.00488 -1.10202 0.49 0.35 -0.14
O 0.49221 -0.53731 -1.20091 -1.76 0.90 1.06
C 1.64443 -1.20561 -0.77904 0.27 -0.12 0.54
H 0.03002 -1.76911 1.24238 0.24 -0.25 -0.06
H -1.76827 -1.46471 1.15548 -0.14 0.26 0.15
H -2.36190 -0.75598 -1.69297 0.23 0.06 0.12
H -2.53842 0.44641 -0.40290 -0.19 0.09 0.10
H -1.47262 0.77737 -1.78284 -0.19 -0.05 0.02
H 2.42927 -0.94118 -1.48605 -0.03 -0.10 -0.01
H 1.96592 -0.89244 0.22595 -0.07 -0.09 -0.18
H 1.49608 -2.28914 -0.76297 0.00 -0.03 -0.02
C -0.44954 2.52710 0.21183 0.51 -0.67 0.30
C 0.25639 1.76142 0.81644 -0.28 1.14 0.16
C 1.28206 1.19836 1.66746 0.38 -0.32 -0.77
O 1.08284 0.46127 2.58922 -0.01 -0.06 0.48
H -1.09542 3.10737 -0.38055 -0.34 0.36 -0.23
H 2.30580 1.45753 1.32081 -0.14 0.06 0.29
```
Positions in Å, forces in eV/Å.

Atomic partial charges in e from the Löwdin method, atoms 1 to 8: 0.05 -0.42 -0.05 -0.13 -0.11 0.06 0.07 0.09

---

Result set for energy relative to the best compared isomer or geometry (same formula, charge and spin): 8.2, 65.3, 51.4, 86.9 kcal per mole, one per record in the order listed.
Result set for electronic energy: -439.42705, -1507.27749, -349.29386, -423.06151 Eh, one per record in the order listed.